Entry 1:
This record from OMol25 describes 2 unconnected molecules or ions with the total composition C9H14 at a distorted geometry. The level of theory is the ωB97M-V functional and the def2-TZVPD basis.

Each line ends with the natural charge from an NBO analysis.
Cartesian coordinates (Å):
C: 2.62284 -0.00322 -1.14135  -0.631
C: 1.66132 -0.34220 -0.04180  -0.020
C: 0.91405 -1.51749 -0.05920  -0.213
C: 0.02819 -1.82704 0.95684  -0.205
C: 0.02915 -1.08170 2.12379  -0.223
C: 0.78843 0.07965 2.17051  -0.207
C: 1.56782 0.46781 1.08851  -0.209
H: 3.08795 0.97229 -0.98980  0.215
H: 2.19069 -0.02035 -2.14554  0.220
H: 3.44284 -0.71382 -1.16106  0.221
H: 0.98951 -2.15474 -0.92940  0.208
H: -0.48812 -2.78153 0.94444  0.213
H: -0.58344 -1.31662 2.98161  0.214
H: 0.80441 0.68315 3.06419  0.210
H: 2.07082 1.42860 1.09624  0.208
C: -1.76871 0.82315 -1.39277  -0.608
C: -3.02852 1.17199 -0.60681  -0.604
H: -0.90537 0.71084 -0.73074  0.212
H: -1.86688 -0.08426 -1.98701  0.200
H: -1.51512 1.63802 -2.07480  0.198
H: -3.91888 1.26573 -1.23479  0.200
H: -2.88856 2.14022 -0.12118  0.200
H: -3.23445 0.46150 0.19013  0.203

ΔE to the lowest compared entry with this formula, charge and spin ... 0.1357 eV
DFT total energy ... -351.32521 Ha
Kohn-Sham gap ... 10.09 eV
SMILES ... Cc1ccccc1.CC
E_LUMO ... 1.0 eV


Entry 2:
This record from OMol25 describes 2 unconnected molecules or ions with the total composition C9H14 at a distorted geometry. The level of theory is the ωB97M-V functional and the def2-TZVPD basis.

Each line ends with the natural charge from an NBO analysis.
Cartesian coordinates (Å):
C: -0.78325 1.21566 -1.16680  -0.649
C: 0.61809 0.93155 -0.71797  0.010
C: 1.47154 1.97385 -0.32361  -0.235
C: 2.72538 1.76443 0.21185  -0.200
C: 3.16912 0.49260 0.56470  -0.232
C: 2.36325 -0.53302 0.10378  -0.194
C: 1.10338 -0.38835 -0.46098  -0.234
H: -0.88895 0.82809 -2.19254  0.222
H: -0.88880 2.29147 -1.26890  0.208
H: -1.54108 0.93450 -0.44492  0.238
H: 0.85468 2.90272 -0.44220  0.209
H: 3.32822 2.62172 0.46186  0.210
H: 4.12988 0.34645 1.02771  0.222
H: 2.61296 -1.58171 0.36805  0.206
H: 0.37390 -1.12806 -0.77495  0.214
C: -2.68739 -1.03170 0.28223  -0.621
C: -1.88624 -2.10555 1.08891  -0.622
H: -2.81160 -0.11314 0.83437  0.202
H: -2.41452 -0.93344 -0.77907  0.210
H: -3.70942 -1.40007 0.10927  0.201
H: -1.06128 -1.58676 1.54330  0.218
H: -1.44996 -2.83803 0.34937  0.199
H: -2.62790 -2.66324 1.62654  0.216

ΔE to the lowest compared entry with this formula, charge and spin ... 1.2570 eV
DFT total energy ... -351.28400 Ha
Kohn-Sham gap ... 10.03 eV
SMILES ... Cc1ccccc1.CC
E_LUMO ... 1.0 eV


Entry 3:
This record from OMol25 describes 2 unconnected molecules or ions with the total composition C9H14 at a distorted geometry. The level of theory is the ωB97M-V functional and the def2-TZVPD basis.

Each line ends with the natural charge from an NBO analysis.
Cartesian coordinates (Å):
C: -1.25854 1.63234 -1.21354  -0.635
C: -1.20096 0.14475 -1.00089  -0.003
C: -2.26906 -0.54304 -0.43282  -0.217
C: -2.17973 -1.89933 -0.12615  -0.203
C: -1.07818 -2.62381 -0.56058  -0.226
C: -0.03355 -1.97680 -1.19921  -0.205
C: -0.13172 -0.61622 -1.47261  -0.221
H: -0.44527 2.07423 -1.77470  0.219
H: -1.34917 2.15627 -0.25909  0.220
H: -2.20292 1.83315 -1.73453  0.218
H: -3.13559 0.03003 -0.11531  0.204
H: -2.99815 -2.28547 0.46585  0.214
H: -1.11487 -3.68619 -0.44817  0.212
H: 0.89061 -2.49691 -1.39661  0.214
H: 0.55733 -0.15926 -2.17724  0.208
C: 1.83740 1.46408 2.13431  -0.615
C: 2.69007 0.61190 1.19525  -0.615
H: 0.87311 1.71974 1.75452  0.204
H: 1.58847 0.99232 3.08777  0.204
H: 2.27772 2.43485 2.37897  0.202
H: 3.71556 0.96699 1.13033  0.205
H: 2.29704 0.63118 0.17903  0.208
H: 2.67039 -0.40481 1.58542  0.209

ΔE to the lowest compared entry with this formula, charge and spin ... 0.5165 eV
DFT total energy ... -351.31121 Ha
Kohn-Sham gap ... 10.00 eV
SMILES ... Cc1ccccc1.CC
E_LUMO ... 1.0 eV


Entry 4:
This record from OMol25 describes 2 unconnected molecules or ions with the total composition C9H14 at a distorted geometry. The level of theory is the ωB97M-V functional and the def2-TZVPD basis.

Each line ends with the natural charge from an NBO analysis.
Cartesian coordinates (Å):
C: 2.00281 1.46299 1.51853  -0.645
C: 0.57918 1.08474 1.20992  -0.007
C: -0.45133 1.62470 1.97293  -0.218
C: -1.78949 1.25297 1.80848  -0.200
C: -2.09572 0.50105 0.68756  -0.226
C: -1.09242 -0.00620 -0.12796  -0.210
C: 0.23800 0.32975 0.06178  -0.214
H: 2.15104 2.50715 1.25224  0.230
H: 2.70818 0.68160 1.25816  0.224
H: 2.10958 1.52432 2.61562  0.214
H: -0.16881 2.31079 2.76481  0.202
H: -2.52691 1.42910 2.57634  0.217
H: -3.11107 0.34004 0.34695  0.212
H: -1.36562 -0.71118 -0.90428  0.211
H: 1.10375 -0.11384 -0.40744  0.209
C: 1.11481 -1.83016 -2.72644  -0.623
C: 0.48151 -3.21743 -3.00032  -0.625
H: 1.83967 -1.55211 -3.49203  0.208
H: 0.43684 -0.99970 -2.97563  0.207
H: 1.51462 -1.74546 -1.72557  0.204
H: -0.60631 -3.17295 -3.01274  0.211
H: 1.01897 -3.67193 -3.82045  0.214
H: 0.60488 -3.80296 -2.08307  0.205

ΔE to the lowest compared entry with this formula, charge and spin ... 1.0368 eV
DFT total energy ... -351.29209 Ha
Kohn-Sham gap ... 9.94 eV
SMILES ... Cc1ccccc1.CC
E_LUMO ... 1.0 eV